(1)
Molecular formula: CH4N2O2S
Method: DFT, ωB97M-V/def2-TZVPD

The geometry in XYZ format:
```
10
Properties=species:S:1:pos:R:3:forces:R:3:lowdin_charge:R:1
C -0.952668 -0.982771 0.140071 -0.79 -0.46 -0.22 -0.383
N -1.133272 -0.125579 -0.903946 -4.92 -1.79 0.50 0.125
N 1.370984 1.343912 1.179885 0.64 -1.29 -6.74 -0.243
O 0.134763 -1.182094 0.653691 0.21 -0.32 0.12 -0.133
O 1.479493 0.693184 -1.248175 0.77 -0.34 1.30 -0.527
S 1.941749 0.312445 0.101872 -1.77 3.25 2.16 0.906
H -1.821466 -1.605101 0.578492 0.64 1.27 -1.10 0.150
H -0.373970 0.376255 -1.251300 1.43 0.98 -0.73 0.009
H -2.116232 -0.035302 -1.363731 2.81 -0.20 1.34 0.159
H 1.470621 1.205054 2.113142 0.98 -1.11 3.36 -0.063
```
Positions in Å, forces in eV/Å.

Properties
E_HOMO ... -0.362 hartree
HOMO-LUMO gap ... 9.62 eV
Calculated total energy ... -698.635466 Ha
LUMO level ... -0.227 eV

---

(2)
Molecular formula: C27H23F6O7SSbTeV
Method: DFT, ωB97M-V/def2-TZVPD

The geometry in XYZ format:
```
67
Properties=species:S:1:pos:R:3:forces:R:3:mulliken_spin:R:1
V 1.848739 0.134130 0.909889 0.17 -0.15 -0.53 1.050
O 3.225206 0.999712 -2.259680 0.04 0.13 0.12 -0.003
C 3.153309 1.328448 -1.116012 0.23 0.08 -0.41 -0.003
O 1.948226 1.342066 -0.471524 -0.25 -0.25 0.30 0.050
C 4.341256 1.690629 -0.231565 -0.10 0.03 0.12 0.012
C 3.851710 2.403380 1.036195 0.24 -0.10 -0.06 0.006
C 4.990733 2.922048 1.902803 -0.04 -0.08 0.05 -0.003
C 5.572855 1.621928 2.522757 -0.11 0.03 -0.09 0.001
C 4.696138 0.556811 1.885393 0.20 0.14 -0.14 0.000
O 3.391458 1.223082 1.797601 -0.43 -0.14 0.12 -0.007
C 5.029323 0.410120 0.375822 -0.03 -0.11 0.13 -0.002
C 4.441277 -0.892818 -0.093948 0.09 0.15 -0.02 0.004
O 4.873419 -1.812282 -0.660018 -0.03 0.00 -0.03 -0.008
O 3.043527 -0.919071 0.366452 0.04 -0.20 0.20 -0.080
H 5.047319 2.267173 -0.823754 0.00 -0.01 -0.04 0.001
H 3.016179 3.077661 0.894482 -0.04 0.03 0.00 0.000
H 5.711970 3.484079 1.312461 0.01 -0.03 -0.02 0.000
H 4.597602 3.583464 2.670438 0.03 0.01 0.02 0.000
H 6.622119 1.457546 2.285879 0.00 0.02 0.00 0.000
H 5.462912 1.606009 3.604088 -0.03 0.02 0.00 0.000
H 4.580591 -0.371623 2.435994 0.03 -0.02 0.03 -0.004
H 6.097856 0.384821 0.181892 0.02 -0.04 -0.02 -0.001
Te -0.508665 0.796029 -2.173624 -0.29 0.06 0.00 0.000
C -2.215010 -0.184605 -2.850503 0.04 0.01 -0.02 0.001
C -3.389634 -0.255732 -2.106688 0.04 0.05 0.10 0.000
C -4.443156 -1.009365 -2.592883 -0.01 -0.06 -0.04 0.000
C -4.326313 -1.673336 -3.810163 0.02 -0.01 0.01 0.000
C -3.165056 -1.565193 -4.564839 -0.04 -0.01 0.00 0.000
C -2.097720 -0.822819 -4.085579 0.16 0.03 -0.02 0.000
C -1.296311 2.073079 -0.710360 0.01 -0.07 -0.09 0.001
C -1.912738 1.613109 0.445642 0.01 -0.07 0.00 -0.002
C -2.433246 2.533882 1.340618 0.00 0.02 0.00 0.001
C -2.341393 3.894256 1.071489 0.01 0.01 -0.01 0.000
C -1.721115 4.343368 -0.086588 0.00 0.00 0.01 0.000
C -1.186833 3.432118 -0.986912 0.05 -0.01 -0.04 0.000
H -3.490665 0.276108 -1.171757 -0.01 0.01 0.05 0.000
H -5.362279 -1.083483 -2.027424 0.01 0.01 0.02 0.000
H -5.150598 -2.275684 -4.168249 0.00 0.02 -0.01 0.000
H -3.089774 -2.057953 -5.524996 0.01 0.00 0.02 0.000
H -1.188593 -0.742944 -4.672404 -0.02 -0.02 0.00 0.000
H -1.985353 0.556651 0.659631 -0.01 -0.05 0.01 0.000
H -2.914044 2.187756 2.245952 0.00 0.00 0.00 0.000
H -2.756695 4.608663 1.769950 0.01 -0.01 -0.01 0.000
H -1.649290 5.402776 -0.292475 -0.01 -0.01 0.00 0.000
H -0.695765 3.786382 -1.885815 -0.01 0.02 0.00 0.000
O -4.940180 -5.291262 0.380366 -0.07 -0.14 0.08 0.000
C -4.501035 -4.643076 -0.699348 -0.03 0.35 -0.08 0.000
O -5.125435 -4.607835 -1.719710 0.03 -0.13 0.04 0.000
C -3.221798 -3.852510 -0.580822 -0.01 -0.10 0.03 0.001
C -2.958200 -3.041009 0.518076 0.02 0.00 -0.04 -0.001
C -1.872631 -2.178245 0.498337 0.02 0.09 0.13 0.004
C -1.044150 -2.173015 -0.616320 0.13 -0.08 0.10 -0.003
S 0.330761 -1.074971 -0.807442 -0.04 0.20 0.06 -0.013
C -1.246364 -3.053312 -1.679664 0.01 0.05 -0.03 -0.001
C -2.357141 -3.871993 -1.669944 -0.02 0.02 -0.01 -0.001
H -4.282616 -5.339659 1.085994 0.03 0.02 -0.05 0.000
H -3.621089 -3.039322 1.374577 -0.01 0.00 0.00 0.000
H -1.675373 -1.534192 1.347103 -0.03 -0.05 -0.12 0.001
H -0.550504 -3.081393 -2.507451 -0.01 0.02 -0.02 0.000
H -2.570426 -4.521620 -2.508446 -0.01 0.01 0.01 0.000
F 0.738394 1.191304 2.038879 -0.13 0.21 0.21 -0.004
Sb 0.420360 0.108566 3.840789 0.01 0.26 -0.27 0.000
F 2.203465 0.518640 4.158032 0.03 -0.03 0.12 0.000
F 1.201211 -1.096216 2.451440 0.14 -0.06 -0.02 0.003
F -1.214856 -0.256741 3.022945 -0.01 -0.03 0.04 0.000
F 0.252270 -1.171811 5.142842 0.00 -0.05 0.03 0.000
F -0.188154 1.679324 4.582078 -0.07 -0.01 0.08 0.000
```
Positions in Å, forces in eV/Å.

Properties
E_HOMO (spin up / spin down) ... -0.546 / -0.546 hartree
HOMO-LUMO gap (spin up / spin down) ... 6.17 / 6.80 eV
Calculated total energy ... -4018.639029 Ha
2S+1 ... 2
Total charge ... +2
LUMO level (spin up / spin down) ... -8.690 / -8.054 eV
Expectation value of S² ... 0.761

---

(3)
Molecular formula: C6H10
Method: DFT, ωB97M-V/def2-TZVPD

The geometry in XYZ format:
```
16
Properties=species:S:1:pos:R:3:forces:R:3:lowdin_charge:R:1
C -1.651814 -0.421522 -1.246512 0.04 0.01 0.04 -0.116
C -1.202408 -0.023339 0.173061 0.08 -0.02 0.14 -0.218
C 0.223757 0.610513 0.183764 0.18 0.03 0.02 -0.359
C 1.091615 0.733580 1.486424 -0.21 0.14 0.23 -0.068
C 1.131913 -0.211413 -0.627175 0.43 -0.53 -0.02 -0.158
C 1.957221 -1.057984 -0.857641 -0.19 0.35 0.05 0.115
H -1.786658 0.444997 -1.907071 0.10 -0.07 0.22 0.076
H -0.913040 -1.079144 -1.716122 -0.13 0.09 0.09 0.060
H -2.605733 -0.960836 -1.225436 0.14 0.13 0.10 0.070
H -1.936430 0.681522 0.585885 0.29 -0.03 0.04 0.105
H -1.233493 -0.911344 0.815889 0.17 0.10 -0.08 0.111
H 0.119851 1.635893 -0.188689 0.05 -0.21 -0.30 0.131
H 1.664420 -0.178376 1.685626 -0.43 0.07 -0.04 0.073
H 1.846013 1.508855 1.304145 -0.20 -0.10 0.04 0.080
H 0.553695 1.004760 2.394802 -0.29 0.09 -0.11 0.070
H 2.741091 -1.776163 -0.860950 -0.02 -0.04 -0.45 0.029
```
Positions in Å, forces in eV/Å.

Properties
E_HOMO ... -0.358 hartree
Structure (SMILES) ... C#C[C@H](C)CC
HOMO-LUMO gap ... 10.92 eV
Calculated total energy ... -234.529747 Ha
LUMO level ... 1.164 eV

---

(4)
Molecular formula: C35H37IP2Ru
Method: DFT, ωB97M-V/def2-TZVPD

The geometry in XYZ format:
```
76
Properties=species:S:1:pos:R:3:forces:R:3:mulliken_spin:R:1
Ru -0.537547 -0.381352 3.205298 0.55 -0.73 3.12 2.290
C 2.705065 0.219609 -3.963178 -0.20 -0.02 0.28 0.023
C 2.270342 1.383974 -3.466703 -0.10 -0.31 0.05 0.033
C 1.162451 2.288874 -3.938686 0.38 0.14 0.35 0.055
C 0.115508 1.685804 -4.901127 -0.87 -0.41 -0.18 0.074
C -0.616695 0.503489 -4.313437 -0.25 4.42 -0.22 0.344
C -0.247542 -0.782654 -4.286275 1.92 -4.17 -0.21 0.250
C 0.987472 -1.451116 -4.831137 0.07 1.06 0.21 0.027
C 2.196567 -0.547742 -5.159905 -0.11 -0.04 0.01 -0.001
C -1.953098 -1.410802 4.396362 -0.97 -0.36 -0.40 0.119
H 3.518122 -0.264569 -3.421928 -0.09 0.13 -0.11 0.003
H 2.785691 1.753759 -2.579260 0.00 0.01 -0.21 0.001
H 1.604922 3.180695 -4.409947 -0.21 -0.24 0.02 -0.002
H 0.638655 2.662216 -3.047582 0.00 -0.05 -0.22 -0.005
H -0.616535 2.471024 -5.124293 0.06 -0.19 0.17 -0.002
H 0.584752 1.432703 -5.853578 0.06 -0.15 0.12 0.026
H -1.559064 0.747620 -3.822713 0.06 -0.04 -0.06 0.000
H -0.935202 -1.472776 -3.795865 -0.03 0.05 -0.20 0.069
H 0.716879 -2.022973 -5.732746 -0.33 -0.14 0.16 0.053
H 1.307401 -2.203459 -4.096383 -0.24 -0.06 -0.07 0.039
H 3.002309 -1.196436 -5.523604 -0.23 0.11 0.05 -0.001
H 1.950990 0.119423 -5.988110 0.11 -0.10 0.01 0.009
H -1.532856 -2.333655 4.807517 -0.02 0.10 -0.02 0.008
H -2.847821 -1.665776 3.813268 0.09 0.02 0.31 -0.019
H -2.264613 -0.766584 5.228759 0.17 -0.05 -0.17 0.007
P 0.958317 0.714095 1.899348 1.44 1.19 -2.13 0.049
P -1.738281 -0.637034 1.295713 -0.57 0.17 -1.32 -0.125
C 0.266421 0.869700 0.210040 -0.55 -0.17 -0.09 -0.027
C -0.918383 0.302172 -0.046010 0.71 0.18 0.24 -0.015
C 1.430410 2.432170 2.297437 -0.28 0.12 0.31 -0.029
C 1.723173 3.382461 1.307947 -0.05 -0.02 0.19 0.002
C 2.034768 4.691856 1.666363 -0.02 -0.19 0.16 0.003
C 2.058724 5.060954 3.014127 -0.06 -0.26 -0.05 0.002
C 1.772098 4.118863 4.002099 0.08 -0.05 -0.13 0.008
C 1.457735 2.807181 3.646131 0.06 0.21 -0.35 0.021
C 2.549677 -0.120879 1.581401 0.37 -0.22 0.36 -0.003
C 2.574868 -1.515416 1.431127 0.16 0.20 -0.01 -0.016
C 3.788661 -2.188643 1.310919 -0.06 0.14 -0.07 0.004
C 4.990415 -1.479265 1.351049 -0.23 0.18 0.02 0.001
C 4.972411 -0.093185 1.513294 -0.12 -0.15 -0.10 0.001
C 3.759832 0.584845 1.628656 -0.08 -0.17 -0.08 0.007
C -3.462609 -0.060544 1.212912 -0.41 -0.23 0.34 -0.047
C -3.846451 1.126138 1.852365 -0.07 -0.14 -0.09 0.001
C -5.186720 1.508533 1.881918 0.14 -0.08 -0.12 0.016
C -6.157395 0.704626 1.283047 0.28 -0.15 -0.05 0.001
C -5.783276 -0.485724 0.656088 0.06 0.21 0.04 0.001
C -4.444601 -0.869459 0.622044 0.01 0.22 0.05 0.003
C -1.799427 -2.314001 0.566593 0.34 -0.22 0.31 0.000
C -1.868014 -3.400330 1.448681 0.04 0.09 -0.29 0.007
C -1.856318 -4.704970 0.956081 -0.06 0.11 -0.14 0.009
C -1.778938 -4.931311 -0.418694 -0.01 0.20 0.10 0.000
C -1.714794 -3.851457 -1.302969 -0.02 0.10 0.26 0.000
C -1.723873 -2.546802 -0.814028 0.00 -0.18 0.24 0.002
H 0.826305 1.402663 -0.558094 -0.09 -0.15 0.08 0.000
H -1.377517 0.349164 -1.033412 -0.01 0.08 0.20 0.016
H 1.720013 3.093074 0.260224 0.01 0.17 0.17 0.002
H 2.261483 5.424657 0.896818 -0.02 -0.12 0.13 0.001
H 2.305557 6.082074 3.291312 -0.06 -0.17 -0.04 0.000
H 1.797112 4.402932 5.050330 -0.01 -0.04 -0.16 0.000
H 1.237207 2.057132 4.401470 0.00 0.34 -0.01 -0.008
H 1.641671 -2.072584 1.415099 0.04 -0.04 0.00 0.003
H 3.795889 -3.268322 1.188510 0.01 0.16 0.05 0.000
H 5.936847 -2.004685 1.259146 -0.15 0.08 0.05 0.000
H 5.905008 0.462897 1.551527 -0.15 -0.09 0.00 0.000
H 3.751873 1.663285 1.755084 0.08 -0.16 0.05 0.001
H -3.094906 1.747171 2.333306 -0.08 0.00 0.00 0.002
H -5.472938 2.433386 2.375046 0.05 -0.16 -0.07 0.000
H -7.201802 1.002195 1.307300 0.16 -0.06 0.02 0.000
H -6.536345 -1.118567 0.195018 0.11 0.10 0.08 0.000
H -4.158211 -1.797836 0.136683 -0.16 0.11 0.11 0.000
H -1.937992 -3.202056 2.516176 0.05 -0.21 -0.18 -0.023
H -1.915361 -5.542926 1.644987 0.02 0.13 -0.12 0.000
H -1.774713 -5.947494 -0.803219 0.01 0.16 0.07 0.000
H -1.659197 -4.027425 -2.373686 -0.04 -0.03 0.14 0.002
H -1.684864 -1.707587 -1.503328 -0.01 -0.16 0.08 0.011
I 1.140296 -0.485016 5.445276 -0.70 -0.03 -1.01 0.714
```
Positions in Å, forces in eV/Å.

Properties
E_HOMO (spin up / spin down) ... -0.501 / -0.499 hartree
HOMO-LUMO gap (spin up / spin down) ... 7.80 / 3.14 eV
Calculated total energy ... -2430.476939 Ha
2S+1 ... 5
Total charge ... +2
LUMO level (spin up / spin down) ... -5.823 / -10.434 eV
Expectation value of S² ... 6.018